Here is C30H27MgN19O4S as an isolated structure from OMol25. Energies are from the ωB97M-V functional and the def2-TZVPD basis.

CARTESIAN COORDINATES (ANGSTROEM)
Mg: 2.217 1.554 -0.569
C: -2.745 -1.224 5.301
C: -2.380 -0.422 4.078
C: -2.765 -1.037 2.756
C: -2.273 -0.331 1.452
C: -1.616 1.040 1.700
C: -1.458 1.514 2.934
C: -1.756 0.745 4.128
S: -1.176 2.291 0.400
O: -1.839 1.848 -0.814
O: -1.735 3.500 0.994
N: 0.383 2.444 0.194
C: 1.083 2.978 1.388
C: 1.702 1.781 2.139
O: 1.543 1.605 3.349
O: 2.374 1.026 1.341
H: -2.565 -2.290 5.134
H: -3.801 -1.112 5.564
H: -2.152 -0.899 6.156
H: -2.332 -2.042 2.754
H: -3.137 -0.119 0.815
H: -1.069 2.509 3.064
H: -1.466 1.162 5.087
H: 0.446 3.582 2.027
H: 1.914 3.603 1.045
N: 5.005 2.986 -2.190
C: 5.279 1.909 -1.369
N: 6.488 1.371 -1.284
N: 6.329 0.359 -0.411
N: 5.105 0.306 -0.004
N: 4.383 1.288 -0.602
C: 3.886 3.778 -2.030
N: 3.782 4.974 -2.590
N: 2.549 5.394 -2.240
N: 1.960 4.502 -1.518
N: 2.785 3.434 -1.358
H: 5.810 3.455 -2.566
N: 2.707 -1.628 0.534
C: 2.911 -1.617 -0.779
N: 3.477 -2.701 -1.342
C: 3.558 -2.674 -2.657
N: 4.139 -3.756 -3.271
N: 3.090 -1.714 -3.467
C: 2.553 -0.687 -2.817
N: 2.466 -0.556 -1.507
C: 1.946 0.398 -3.637
C: 1.711 0.226 -4.995
C: 1.040 1.228 -5.676
C: 0.636 2.359 -4.984
C: 0.929 2.455 -3.632
N: 1.575 1.495 -2.978
H: 3.261 -2.294 1.041
H: 2.497 -0.729 0.997
H: 4.749 -4.289 -2.674
H: 4.474 -3.571 -4.201
H: 2.034 -0.687 -5.474
H: 0.830 1.122 -6.733
H: 0.102 3.157 -5.481
H: 0.650 3.319 -3.038
C: -1.323 -1.773 -2.135
C: -0.556 -0.777 -1.410
N: -0.490 -0.705 -0.147
C: -1.416 -1.413 0.692
C: -2.274 -2.477 -0.005
C: -2.054 -2.640 -1.431
C: -3.232 -3.312 0.490
C: -4.166 -3.406 1.584
C: -4.742 -2.513 2.435
C: -6.035 -2.770 3.023
C: -6.727 -1.778 3.607
N: -6.251 -0.482 3.704
C: -5.036 -0.312 3.307
N: -4.221 -1.268 2.782
H: -1.248 -1.838 -3.213
H: 0.047 -0.065 -1.960
H: -0.808 -1.898 1.466
H: -2.591 -3.440 -1.931
H: -3.479 -4.091 -0.231
H: -4.727 -4.335 1.557
H: -6.464 -3.756 2.903
H: -7.717 -1.936 4.018
H: -4.582 0.669 3.408

Total charge   -2
Energy relative to the best compared isomer or geometry (same formula, charge and spin)   4.184 eV
Molar mass   774.05 g mol⁻¹
Gap between HOMO and LUMO   6.3 eV

***

Here is C30H27N2O8S2W as an isolated structure from OMol25. Energies are from the ωB97M-V functional and the def2-TZVPD basis.

CARTESIAN COORDINATES (ANGSTROEM)
W: 0.073 -1.062 0.799
O: -1.512 -3.243 3.869
C: -1.258 -2.380 3.080
O: -0.146 -2.337 2.342
C: -2.257 -1.329 2.656
C: -3.039 -1.976 1.502
C: -4.355 -1.272 1.259
C: -3.890 0.114 0.768
C: -2.396 -0.102 0.597
O: -2.218 -1.542 0.335
C: -1.646 -0.121 1.930
C: 0.545 0.326 2.667
O: 0.530 1.611 2.469
O: 0.894 -0.277 3.624
H: -2.890 -1.076 3.503
H: -3.079 -3.054 1.541
H: -4.941 -1.236 2.177
H: -4.937 -1.789 0.499
H: -4.086 0.916 1.478
H: -4.336 0.390 -0.186
H: -1.967 0.460 -0.212
H: -1.672 0.813 2.474
C: 3.264 1.090 1.503
C: 3.260 -0.258 0.874
N: 2.269 -1.124 0.734
C: 2.745 -2.358 0.280
C: 4.062 -2.384 0.008
S: 4.741 -0.876 0.380
C: 1.830 -3.484 0.139
C: 2.168 -4.782 0.014
S: 0.760 -5.702 -0.212
C: -0.218 -4.318 -0.111
N: 0.475 -3.222 0.089
C: -1.694 -4.447 -0.276
H: 2.512 1.732 1.071
H: 4.235 1.558 1.351
H: 3.096 0.998 2.576
H: 4.639 -3.201 -0.395
H: 3.149 -5.229 0.047
H: -1.928 -5.258 -0.964
H: -2.108 -3.528 -0.674
H: -2.153 -4.689 0.682
O: 0.255 0.891 0.171
C: 0.372 1.234 -1.217
C: 0.346 -0.086 -1.982
O: 0.540 -0.210 -3.153
O: 0.066 -1.134 -1.187
C: -0.817 2.105 -1.650
C: -1.583 2.782 -0.706
C: -2.619 3.622 -1.098
C: -2.896 3.797 -2.446
C: -2.125 3.135 -3.393
C: -1.088 2.301 -3.002
C: 1.685 1.986 -1.429
C: 2.788 1.438 -2.071
C: 3.979 2.159 -2.159
C: 4.072 3.433 -1.624
C: 2.960 3.997 -1.004
C: 1.779 3.280 -0.915
H: 0.375 1.687 1.454
H: -1.375 2.661 0.350
H: -3.204 4.144 -0.350
H: -3.701 4.450 -2.758
H: -2.330 3.272 -4.447
H: -0.488 1.795 -3.748
H: 2.732 0.452 -2.513
H: 4.832 1.720 -2.663
H: 4.995 3.994 -1.706
H: 3.014 5.000 -0.598
H: 0.914 3.740 -0.449

2S+1   3
Total charge   +1
Energy relative to the best compared isomer or geometry (same formula, charge and spin)   3.791 eV
Molar mass   791.53 g mol⁻¹
Gap between HOMO and LUMO (alpha / beta)   8.2 / 5.8 eV

***

Here is C30H28BBrNO12PSi2 as an isolated structure from OMol25. Energies are from the ωB97M-V functional and the def2-TZVPD basis.

CARTESIAN COORDINATES (ANGSTROEM)
N: 1.717 -4.261 2.984
B: 0.218 -4.086 2.879
O: -0.616 -4.774 3.837
Si: -0.403 -2.938 1.424
O: 0.357 -1.381 1.664
Si: 0.179 -0.338 0.290
Br: 1.629 1.405 0.542
C: -2.298 -2.867 1.215
C: -3.084 -1.581 1.621
C: -4.608 -1.371 1.463
C: -5.470 -2.512 0.862
C: -4.732 -3.831 0.455
C: -3.181 -4.032 0.618
P: 0.472 -3.814 -0.454
O: 2.158 -3.470 -0.446
O: 0.152 -5.500 -0.525
H: 1.992 -4.501 3.947
H: 2.102 -3.313 2.811
H: -1.290 -4.124 4.133
H: 0.318 -0.992 -1.005
H: -1.203 0.194 0.356
H: -2.467 -0.712 2.034
H: -5.033 -0.349 1.782
H: -6.585 -2.330 0.739
H: -5.394 -4.654 -0.006
H: -2.713 -5.007 0.269
H: 2.301 -2.728 0.192
H: -0.790 -5.661 -0.754
C: 5.904 2.691 -0.227
C: 4.676 3.133 0.044
C: 4.255 4.501 -0.325
O: 3.135 4.906 -0.076
C: 5.247 5.359 -1.008
C: 6.475 4.917 -1.279
C: 6.896 3.549 -0.910
O: 8.020 3.143 -1.160
H: 6.229 1.695 0.036
H: 3.938 2.518 0.543
H: 4.921 6.358 -1.272
H: 7.214 5.532 -1.778
C: -9.707 0.000 -1.024
C: -8.966 -0.050 0.084
C: -7.869 0.913 0.317
O: -7.191 0.867 1.327
C: -7.626 1.934 -0.724
C: -8.367 1.984 -1.832
C: -9.464 1.021 -2.065
O: -10.141 1.067 -3.074
H: -10.513 -0.698 -1.211
H: -9.131 -0.791 0.857
H: -6.820 2.632 -0.537
H: -8.201 2.725 -2.605
C: -3.085 1.254 -5.014
C: -2.107 0.425 -4.646
C: -2.050 -0.133 -3.278
O: -1.158 -0.888 -2.938
C: -3.119 0.261 -2.336
C: -4.097 1.090 -2.704
C: -4.154 1.648 -4.071
O: -5.047 2.403 -4.409
H: -3.142 1.673 -6.011
H: -1.317 0.125 -5.324
H: -3.063 -0.158 -1.338
H: -4.887 1.389 -2.026
C: 10.025 1.299 1.323
C: 8.701 1.405 1.197
C: 7.792 0.991 2.287
O: 6.581 1.086 2.172
C: 8.406 0.457 3.521
C: 9.729 0.351 3.647
C: 10.639 0.765 2.557
O: 11.847 0.670 2.672
H: 10.705 1.597 0.535
H: 8.236 1.795 0.301
H: 7.725 0.159 4.309
H: 10.195 -0.039 4.544

Molar mass   772.41 g mol⁻¹
Gap between HOMO and LUMO   5.7 eV

***

Here is a 2-piece molecular cluster, C30H28F3N2 overall from OMol25. Energies are from the ωB97M-V functional and the def2-TZVPD basis.

CARTESIAN COORDINATES (ANGSTROEM)
C: -5.605 1.127 -3.297
C: -4.166 1.264 -2.934
C: -3.794 2.328 -2.109
C: -2.500 2.401 -1.620
C: -1.531 1.438 -1.970
C: -0.142 1.577 -1.387
C: 1.128 1.461 -2.180
C: 2.136 2.414 -1.941
C: 3.426 2.178 -2.402
C: 3.740 0.998 -3.095
C: 2.691 0.148 -3.475
C: 1.391 0.360 -3.007
C: -1.909 0.385 -2.816
C: -3.210 0.319 -3.330
H: -5.778 0.243 -3.916
H: -6.189 1.003 -2.377
H: -5.987 2.022 -3.796
H: -4.579 3.015 -1.777
H: -2.247 3.196 -0.917
H: -0.113 2.533 -0.845
H: 1.917 3.318 -1.361
H: 4.240 2.832 -2.100
H: 4.783 0.716 -3.326
H: 2.890 -0.772 -4.026
H: 0.604 -0.362 -3.248
H: -1.189 -0.406 -3.045
H: -3.504 -0.541 -3.947
C: -0.160 1.408 3.016
N: -0.628 0.329 2.155
C: 0.126 -0.344 1.219
H: -0.050 0.759 -0.675
C: 1.558 -0.551 1.455
C: 1.930 -1.459 2.490
C: 3.259 -1.705 2.785
C: 4.211 -1.061 1.984
C: 5.690 -1.269 2.195
F: 6.399 -1.048 1.039
F: 6.229 -0.402 3.114
F: 6.034 -2.523 2.619
C: 3.882 -0.171 0.976
C: 2.556 0.136 0.747
N: -0.672 -1.360 0.711
C: -0.275 -2.373 -0.261
C: -1.817 -1.465 1.500
C: -1.790 -0.401 2.411
C: -2.459 -0.463 3.623
C: -3.236 -1.610 3.863
C: -3.260 -2.677 2.953
C: -2.511 -2.636 1.765
H: -0.948 1.585 3.759
H: 0.789 1.165 3.512
H: 0.005 2.315 2.416
H: 1.148 -1.958 3.065
H: 3.549 -2.374 3.597
H: 4.667 0.273 0.373
H: 2.296 0.896 0.026
H: -1.073 -3.129 -0.288
H: -0.171 -1.898 -1.250
H: 0.694 -2.830 -0.011
H: -2.357 0.355 4.343
H: -3.816 -1.671 4.785
H: -3.858 -3.562 3.169
H: -2.443 -3.472 1.064

Total charge   +1
Molar mass   473.56 g mol⁻¹
Gap between HOMO and LUMO   7.3 eV